Record 1
Entry from the OMol25 dataset: a molecular structure, C28H43Cl2InN2P (ωB97M-V/def2-TZVPD).

Structure (ORCA input):
```
! wB97M-V def2-TZVPD RIJCOSX def2/J DEFGRID3
* xyz -1 1
P 1.25 -2.01 0.29
C 3.09 -1.73 0.26
C 3.98 -2.73 1.02
C 5.43 -2.22 1.05
C 5.97 -1.96 -0.36
C 5.06 -0.99 -1.13
C 3.62 -1.52 -1.17
C 0.79 -3.41 -0.84
C 1.60 -4.70 -0.65
C 0.99 -5.83 -1.49
C 0.88 -5.45 -2.97
C 0.10 -4.14 -3.14
C 0.72 -3.00 -2.32
C 0.93 -2.72 1.98
C 1.32 -1.70 3.07
C 1.14 -2.29 4.47
C -0.29 -2.80 4.68
C -0.68 -3.80 3.59
C -0.51 -3.20 2.19
H 3.16 -0.76 0.78
H 3.94 -3.72 0.53
H 3.63 -2.87 2.04
H 6.06 -2.95 1.57
H 5.46 -1.29 1.63
H 6.99 -1.56 -0.31
H 6.03 -2.91 -0.91
H 5.06 -0.01 -0.64
H 5.43 -0.85 -2.15
H 2.97 -0.83 -1.71
H 3.60 -2.48 -1.71
H -0.25 -3.59 -0.53
H -0.02 -6.05 -1.10
H 1.64 -4.99 0.40
H 2.64 -4.53 -0.98
H 1.58 -6.75 -1.37
H 0.41 -6.26 -3.54
H 1.90 -5.32 -3.38
H 0.07 -3.86 -4.20
H -0.94 -4.29 -2.82
H 0.12 -2.10 -2.41
H 1.72 -2.78 -2.71
H 1.59 -3.59 2.07
H 2.35 -1.35 2.92
H 0.69 -0.80 2.96
H 1.85 -3.12 4.61
H 1.40 -1.53 5.22
H -0.98 -1.95 4.65
H -0.38 -3.25 5.68
H -1.72 -4.12 3.73
H -0.05 -4.70 3.68
H -0.78 -3.95 1.44
H -1.21 -2.36 2.05
In 0.00 0.00 0.00
Cl -1.89 -1.39 -0.54
Cl 1.76 1.25 1.07
C 0.74 0.49 -1.62
H 1.76 0.89 -1.53
C 0.29 0.48 -3.00
C -0.88 -0.15 -3.47
C -1.22 -0.11 -4.81
C -0.42 0.57 -5.73
C 0.75 1.21 -5.29
C 1.09 1.16 -3.94
H -1.50 -0.68 -2.75
H -2.13 -0.61 -5.15
H 1.38 1.74 -6.00
H 2.00 1.65 -3.60
H -0.69 0.60 -6.78
N -1.65 2.52 -0.52
C -2.76 3.18 -0.16
C -3.41 2.45 0.82
C -2.62 1.33 1.01
N -1.56 1.40 0.18
H -0.96 2.83 -1.24
H -3.08 4.13 -0.57
H -4.33 2.70 1.33
H -2.81 0.52 1.70
*
```

Output
**HOMO-LUMO gap**: 4.27 eV

Record 2
Entry from the OMol25 dataset: C5H6BrNO2S in the gas phase (ωB97M-V/def2-TZVPD).

Structure (ORCA input):
```
! wB97M-V def2-TZVPD RIJCOSX def2/J DEFGRID3
* xyz 0 1
C 0.51 -0.79 2.25
C 1.01 -1.59 1.35
C 0.47 -1.35 -0.12
C 0.03 1.62 -1.66
C -0.88 0.52 -1.14
N -0.29 -0.27 0.01
O 0.70 -2.09 -1.06
O -1.75 0.64 1.96
S -0.37 0.61 1.52
Br 2.03 -3.11 1.68
H 0.80 -0.83 3.34
H 0.88 1.28 -2.10
H -0.57 2.12 -2.48
H 0.40 2.32 -0.88
H -1.71 1.06 -0.63
H -1.26 -0.13 -2.04
*
```

Output
**ΔE to the lowest compared entry with this formula, charge and spin**: 51.8 kJ/mol
**HOMO-LUMO gap**: 9.98 eV

Record 3
Entry from the OMol25 dataset: a molecular structure, C11H24CuN4O7 (ωB97M-V/def2-TZVPD).

Structure (ORCA input):
```
! wB97M-V def2-TZVPD RIJCOSX def2/J DEFGRID3
* xyz 1 3
Cu 35.93 -14.38 10.70
C 34.41 -12.53 9.46
O 34.22 -13.69 9.39
O 35.39 -12.29 10.18
O 33.91 -11.60 8.78
C 36.37 -18.51 12.15
C 36.43 -17.73 10.80
O 36.31 -16.51 10.77
N 36.53 -18.56 9.76
C 36.62 -17.99 8.44
H 37.34 -18.58 12.64
H 35.87 -19.47 11.96
H 35.66 -18.01 12.80
H 36.55 -19.57 9.81
H 37.02 -16.98 8.48
H 35.69 -17.98 7.85
H 37.28 -18.69 7.93
C 37.03 -13.05 7.31
C 37.92 -13.99 8.14
O 37.38 -14.54 9.07
N 39.12 -14.33 7.65
C 39.99 -15.29 8.37
H 36.12 -13.53 6.94
H 37.63 -12.51 6.58
H 36.54 -12.25 7.87
H 39.54 -13.79 6.91
H 40.49 -15.97 7.68
H 39.41 -15.86 9.09
H 40.68 -14.72 8.98
O 35.14 -15.05 12.70
C 33.97 -14.80 13.02
N 33.17 -14.41 12.03
C 33.57 -15.05 14.49
H 32.19 -14.50 12.24
H 33.37 -14.06 11.11
H 34.20 -15.79 14.98
H 32.51 -15.30 14.60
H 33.66 -14.09 15.00
O 37.77 -13.80 11.81
C 38.50 -12.79 12.03
N 37.96 -11.64 11.82
C 39.89 -12.89 12.72
H 37.05 -11.55 11.39
H 38.62 -10.88 11.87
H 40.19 -13.88 13.07
H 39.83 -12.14 13.50
H 40.62 -12.48 12.01
*
```

Output
**HOMO-LUMO gap (alpha / beta)**: 10.93 / 6.11 eV

Record 4
Entry from the OMol25 dataset: 2 unconnected molecules or ions with the total composition Cl2H2NOP (ωB97M-V/def2-TZVPD).

Structure (ORCA input):
```
! wB97M-V def2-TZVPD RIJCOSX def2/J DEFGRID3
* xyz 0 1
N -1.17 -0.22 0.92
O -0.19 0.27 -1.45
P 0.07 0.13 0.13
Cl 1.22 1.76 0.24
Cl 2.25 -1.73 0.07
H -1.07 -0.54 1.82
H -1.12 0.32 -1.74
*
```

Output
**ΔE to the lowest compared entry with this formula, charge and spin**: 212.5 kJ/mol
**HOMO-LUMO gap**: 7.90 eV

Record 5
Entry from the OMol25 dataset: a molecular structure, C50H52FMnN6O2S (ωB97M-V/def2-TZVPD).

Structure (ORCA input):
```
! wB97M-V def2-TZVPD RIJCOSX def2/J DEFGRID3
* xyz -1 6
Mn 0.33 -0.12 -1.06
C 1.24 0.25 2.07
N 0.86 1.07 0.95
C -0.10 2.11 1.27
C -0.72 2.59 0.00
N -0.56 1.99 -1.14
C -1.39 2.64 -2.04
C -1.63 2.37 -3.38
C -2.53 3.19 -4.04
C -3.16 4.26 -3.39
C -2.93 4.53 -2.05
C -2.03 3.70 -1.39
N -1.58 3.65 -0.08
C 1.72 -1.07 1.54
N 1.86 -1.31 0.27
C 2.35 -2.62 0.20
C 2.68 -3.40 -0.91
C 3.13 -4.68 -0.67
C 3.24 -5.19 0.63
C 2.92 -4.43 1.74
C 2.48 -3.13 1.49
N 2.08 -2.11 2.33
H 0.38 0.07 2.72
H 2.04 0.69 2.67
H 1.70 1.49 0.50
H 0.33 2.96 1.82
H -0.89 1.67 1.87
H -1.15 1.53 -3.87
H -2.75 3.00 -5.09
H -3.85 4.88 -3.94
H -3.43 5.35 -1.55
H -1.87 4.22 0.68
H 2.56 -3.00 -1.91
H 3.39 -5.32 -1.51
H 3.59 -6.21 0.77
H 3.01 -4.82 2.74
H 1.90 -2.17 3.32
C -1.11 -3.52 0.20
C -1.34 -4.18 1.56
C -2.73 -4.82 1.61
C -1.12 -3.34 2.82
C -0.62 -4.02 3.93
C -0.49 -3.42 5.17
C -0.90 -2.11 5.32
C -1.40 -1.38 4.24
C -1.91 0.02 4.48
C -0.85 0.93 5.13
C -3.17 0.01 5.35
C -1.46 -1.96 2.95
N -1.72 -1.19 1.82
C -2.97 -1.04 1.38
C -4.17 -1.41 2.05
C -5.43 -1.20 1.52
C -5.60 -0.61 0.27
C -4.46 -0.27 -0.45
C -3.22 -0.49 0.10
F -2.13 -0.19 -0.69
H -0.78 -4.27 -0.53
H -0.36 -2.73 0.24
H -2.02 -3.06 -0.19
H -0.61 -5.00 1.64
H -3.50 -4.04 1.53
H -2.89 -5.37 2.54
H -2.86 -5.51 0.77
H -0.35 -5.06 3.81
H -0.10 -3.98 6.02
H -0.85 -1.64 6.29
H -2.18 0.43 3.51
H -0.72 0.68 6.19
H -1.15 1.98 5.07
H 0.12 0.83 4.65
H -2.98 -0.48 6.31
H -3.98 -0.51 4.85
H -3.50 1.03 5.56
H -4.06 -1.90 3.02
H -6.30 -1.50 2.09
H -6.59 -0.44 -0.14
H -4.52 0.16 -1.44
S 0.16 -1.76 -2.78
C -1.30 -1.82 -3.77
C -2.57 -1.99 -3.20
C -3.70 -2.06 -4.00
C -3.60 -1.96 -5.38
C -2.35 -1.79 -5.95
C -1.21 -1.71 -5.16
H -2.65 -2.07 -2.13
H -4.67 -2.19 -3.53
H -4.49 -2.01 -6.00
H -2.25 -1.70 -7.03
H -0.24 -1.57 -5.60
C 6.86 3.31 -5.50
C 5.84 2.88 -4.48
C 4.51 3.28 -4.59
C 3.55 2.90 -3.66
C 2.11 3.33 -3.82
C 3.94 2.12 -2.58
C 5.27 1.71 -2.43
C 5.68 0.85 -1.27
C 6.19 2.09 -3.40
C 2.92 1.69 -1.54
O 3.04 2.16 -0.39
O 2.02 0.91 -1.95
H 6.39 3.61 -6.43
H 7.55 2.49 -5.72
H 7.46 4.15 -5.14
H 4.21 3.89 -5.44
H 1.99 3.94 -4.71
H 1.78 3.92 -2.96
H 1.46 2.47 -3.89
H 5.07 -0.05 -1.20
H 5.55 1.39 -0.33
H 6.73 0.55 -1.36
H 7.22 1.76 -3.30
*
```

Output
**HOMO-LUMO gap (alpha / beta)**: 6.24 / 6.23 eV

Record 6
Entry from the OMol25 dataset: C4H8N4O2P2 in the gas phase (ωB97M-V/def2-TZVPD).

Structure (ORCA input):
```
! wB97M-V def2-TZVPD RIJCOSX def2/J DEFGRID3
* xyz 0 1
C -1.94 1.67 0.61
C 0.68 -2.05 0.19
C 2.08 1.09 -0.85
C 2.25 -0.37 -0.24
N -1.47 0.50 1.17
N -2.75 1.33 -0.62
N -0.81 -2.15 0.61
N 0.91 -0.81 -0.05
O -1.87 2.76 1.09
O 1.27 -3.09 0.34
P -2.01 -1.01 0.63
P -2.89 -0.20 -1.19
H 0.95 1.16 -1.01
H 2.29 1.90 -0.06
H 2.67 1.32 -1.77
H 2.77 -1.01 -1.02
H 2.95 -0.52 0.60
H -0.79 0.51 1.97
H -3.42 2.08 -0.94
H -0.89 -3.12 0.54
*
```

Output
**ΔE to the lowest compared entry with this formula, charge and spin**: 198.6 kJ/mol
**HOMO-LUMO gap (alpha / beta)**: 5.25 / 5.25 eV